{
  "formula": "C16H20AsN4OPtS",
  "method": "ωB97M-V/def2-TZVPD",
  "multiplicity": 1,
  "gap_ha": 0.26726,
  "lumo_energy_ev": -3.4,
  "energy_ha": -3669.04306,
  "e_above_lowest_ev": 0.743,
  "homo_energy_ev": -10.67,
  "total_charge": 1,
  "symbols": ["H", "N", "H", "C", "H", "C", "C", "H", "H", "H", "H", "Pt", "H", "H", "H", "C", "C", "H", "C", "C", "C", "H", "O", "C", "C", "C", "H", "H", "C", "C", "H", "H", "H", "H", "S", "C", "C", "H", "As", "H", "C", "N", "N", "N"],
  "coordinates": [[3.5564, -3.1389, -2.6266], [-0.2944, 0.2444, 1.5532], [-2.3546, 1.0229, 3.5340], [-4.2100, -0.0527, 3.5949], [-1.2155, 3.2283, -3.4181], [-1.5040, 1.0958, -0.2608], [-4.7600, -1.3209, 1.6261], [4.4009, 0.7192, -3.9339], [5.7492, -0.6760, -1.3584], [2.3111, -1.6064, 4.3800], [-3.6106, 1.4298, -0.3407], [1.2075, 0.3898, 0.2314], [2.6488, 1.0003, -3.7908], [-3.3389, -1.2238, 0.0233], [3.7677, 1.7110, -2.6004], [3.5740, 0.8497, -3.2377], [-3.5894, -0.8873, 1.0229], [4.4594, -2.1976, -3.8420], [-2.6606, 1.6048, -0.8244], [1.1266, -0.6908, 2.9907], [3.5416, -2.2541, -3.2596], [0.6151, -1.5539, 4.7562], [1.8620, -0.7532, -1.4080], [-3.0330, 0.3715, 3.0004], [4.7830, -0.7192, -0.8572], [-1.3271, 2.6194, -2.5328], [-5.4249, -1.9884, 1.0945], [-4.4533, 0.2747, 4.5967], [-2.7221, -0.0398, 1.7082], [-1.4762, 0.4060, 1.0467], [4.7077, -1.6295, -0.2657], [0.7878, 2.2410, -2.3072], [4.6654, 0.1444, -0.2049], [-5.9894, -1.2310, 3.3802], [2.5113, -0.2878, 1.9826], [-2.5703, 2.3631, -1.9816], [-0.2097, 2.0770, -1.9235], [2.6794, -2.2994, -3.9219], [3.3740, -0.7127, -2.1468], [-3.4643, 2.7726, -2.4319], [-5.0727, -0.8995, 2.9110], [-0.3006, 1.3150, -0.8379], [-0.1249, -0.3897, 2.7386], [1.3777, -1.3280, 4.1411]],
  "atomic_forces_ev_per_a": [[0.0, 0.0, 0.0], [0.6, 0.4, 0.0], [0.0, 0.0, 0.0], [0.0, 0.0, 0.0], [0.0, 0.0, 0.0], [0.0, 0.2, 0.3], [0.0, 0.0, 0.0], [0.0, 0.0, 0.0], [0.0, 0.0, 0.0], [0.0, 0.0, 0.0], [0.0, 0.0, 0.0], [-1.1, -0.7, 0.3], [0.0, 0.0, 0.0], [0.0, 0.0, 0.0], [0.0, 0.0, 0.0], [0.0, 0.1, 0.0], [0.0, 0.0, 0.0], [0.0, 0.0, 0.0], [-0.1, 0.1, 0.0], [0.1, 0.2, 0.1], [-0.1, 0.0, 0.0], [0.0, 0.0, 0.0], [0.7, 0.7, -0.2], [0.0, 0.1, 0.0], [0.0, 0.0, 0.0], [0.0, 0.0, 0.0], [0.0, 0.0, 0.0], [0.0, 0.0, 0.0], [0.1, 0.0, -0.1], [-0.2, 0.0, 0.0], [0.0, 0.0, 0.0], [0.0, 0.0, 0.0], [0.0, 0.0, 0.0], [0.0, 0.0, 0.0], [-0.1, -0.4, -0.2], [0.0, 0.0, 0.0], [0.0, -0.1, -0.1], [0.0, 0.0, 0.0], [0.1, 0.0, 0.1], [0.0, 0.0, 0.0], [0.0, 0.0, 0.0], [0.0, -0.4, 0.0], [-0.1, 0.1, 0.0], [0.0, 0.0, 0.0]]
}


{
  "formula": "C16H20BFN5O3S",
  "method": "ωB97M-V/def2-TZVPD",
  "multiplicity": 1,
  "gap_ha": 0.31265,
  "lumo_energy_ev": -2.8,
  "energy_ha": -1643.93844,
  "homo_energy_ev": -11.31,
  "total_charge": 1,
  "symbols": ["H", "H", "C", "C", "H", "C", "C", "H", "H", "F", "N", "C", "H", "H", "H", "H", "C", "N", "O", "N", "C", "H", "H", "H", "H", "H", "C", "S", "C", "C", "C", "C", "C", "N", "H", "H", "N", "O", "H", "C", "C", "H", "B", "H", "H", "C", "O"],
  "coordinates": [[6.5486, -0.4908, -0.2259], [-6.0180, -3.0543, -0.1774], [2.7687, 3.7654, -0.5948], [4.0747, 3.2035, -0.6348], [6.9430, 1.0727, 0.5871], [-6.1788, -0.7537, 3.2137], [-5.1354, -2.5894, 0.2283], [-2.6869, -2.6250, -2.0469], [-4.4010, -2.4131, -2.4505], [0.2610, -1.2582, 0.7374], [2.4149, 4.9559, -0.1319], [-6.0934, -2.0634, 2.4525], [4.1642, -0.2576, 0.6814], [-5.2886, -0.5845, 3.8198], [-3.4308, -1.1607, 2.5397], [-3.8186, -3.9730, -1.8221], [0.7193, -0.8936, -0.4793], [-0.0389, 0.1367, -1.0490], [6.5789, 1.6232, -2.2059], [0.5154, 3.5685, -0.9918], [-3.7345, -1.6029, 1.6089], [5.3878, -0.2356, 1.9962], [-6.2865, 0.0897, 2.5309], [-0.0950, 0.8399, -0.3028], [6.1587, 1.3615, -3.0344], [3.3969, 0.2009, -2.0604], [3.1449, 1.1770, -1.6611], [0.8051, 5.0012, -0.3318], [-3.7017, -2.8930, -1.7699], [5.0046, 0.2925, 1.1158], [1.8937, 1.6634, -1.6199], [6.1561, 0.4810, 0.0913], [-3.0837, -1.8228, 0.4409], [-3.9740, -2.4444, -0.4018], [-7.0329, -2.2481, 1.9338], [4.9382, 3.7355, -0.2468], [-5.0194, -2.0697, 1.4461], [0.5035, 0.6487, -3.2739], [-2.0826, -1.6190, 0.1058], [1.6983, 2.9573, -1.0971], [4.2332, 1.9752, -1.1537], [4.6415, 1.2546, 1.4904], [5.7140, 1.3619, -1.1659], [-7.0361, -0.7691, 3.8833], [-5.9188, -2.8968, 3.1335], [0.7473, 0.8055, -2.1162], [1.6431, -1.4530, -0.9910]],
  "atomic_forces_ev_per_a": [[0.2, 0.2, 0.0], [0.0, 0.0, 0.0], [0.8, -0.9, -0.2], [0.0, 0.7, 0.3], [0.2, -0.4, -0.2], [0.3, 0.1, -0.1], [0.2, 0.2, 0.1], [0.0, 0.1, 0.1], [0.1, 0.0, 0.0], [-0.2, 0.3, -0.2], [-1.1, -0.1, -0.2], [-0.2, 0.0, 0.4], [0.1, 0.0, 0.2], [0.0, 0.0, 0.0], [0.2, 0.1, -0.1], [0.0, 0.0, 0.0], [1.0, -0.7, -1.3], [1.0, 0.4, 1.1], [-0.3, -0.9, 0.3], [-0.1, 0.1, 0.2], [-0.2, 0.1, 0.1], [-0.2, -0.1, -0.2], [-0.1, 0.0, 0.0], [-0.7, 0.0, -0.1], [0.1, 0.7, -0.3], [-0.4, 0.0, 0.0], [1.2, 0.4, 0.2], [0.1, 0.4, 0.1], [-0.1, -0.1, -0.1], [0.7, 0.0, 0.1], [-0.9, -0.9, -0.4], [-0.8, 1.0, 0.0], [0.0, -0.2, -0.2], [0.0, -0.1, -0.1], [0.1, -0.1, -0.1], [-0.2, 0.2, 0.0], [-0.1, -0.2, -0.1], [-0.2, -0.3, 0.9], [0.0, 0.1, 0.2], [-0.5, 0.8, 0.4], [1.0, -1.3, -0.8], [0.0, -0.1, -0.2], [-0.1, -0.3, 0.6], [0.0, -0.1, 0.0], [0.0, 0.0, 0.0], [0.3, 0.4, -0.9], [-0.9, 0.3, 0.7]]
}